Entry 1:
Below is an isolated molecule of C4H4O2S, with properties calculated with ωB97M-V/def2-TZVPD.

Last column: natural (NBO) charge in e.
Geometry (Å):
C1 -1.749 -0.494 -0.005  -0.72
C2 -0.554 0.414 0.001  0.50
C3 0.821 -0.279 -0.004  0.40
C4 2.026 0.636 0.000  -0.42
H1 -1.716 -1.141 0.892  0.25
H2 -1.744 -1.159 -0.872  0.25
H3 -2.676 0.094 -0.007  0.24
H4 1.794 1.702 0.008  0.23
O1 -0.607 1.625 -0.005  -0.50
O2 0.881 -1.484 -0.003  -0.45
S1 3.524 0.087 -0.004  0.21

Properties
ΔE to the lowest compared entry with this formula, charge and spin = 33.1 kcal per mole
HOMO energy = -9.2 eV
HOMO-LUMO gap = 7.39 eV
E = -19141.5549 eV

Entry 2:
Below is a 3-piece molecular cluster, C24H52BCl2O13P2S overall, with properties calculated with ωB97M-V/def2-TZVPD.

Last column: Löwdin charge in e.
Geometry (Å):
C1 -5.619 2.247 4.233  -0.16
C2 -5.149 2.045 2.640  -0.54
Cl1 -6.312 1.107 1.484  0.51
C3 -3.812 2.595 2.177  -0.45
Cl2 -2.723 3.518 3.383  0.54
C4 -3.341 2.327 0.600  -0.25
O1 -2.572 1.052 0.781  -0.09
B1 -1.696 0.866 -0.428  -0.83
O2 -0.740 -0.209 -0.099  -0.06
C5 -1.321 -1.550 -0.267  -0.17
C6 -1.833 -2.052 1.206  -0.26
C7 -0.735 -3.189 1.755  -0.12
C8 -3.323 -2.729 1.239  -0.35
C9 -4.456 -1.975 0.326  -0.13
C10 -3.317 -4.372 0.930  -0.13
O3 -1.171 2.269 -0.581  -0.04
C11 -2.158 3.263 -0.041  -0.25
S1 -2.847 4.055 -1.628  0.82
C12 -4.423 5.071 -1.304  -0.18
O4 -3.212 2.976 -2.695  -0.43
O5 -1.816 5.039 -2.298  -0.44
H1 -4.685 2.008 4.933  0.08
H2 -6.424 1.408 4.446  0.07
H3 -6.055 3.315 4.441  0.08
H4 -4.156 1.978 -0.169  0.15
H5 -2.350 0.681 -1.400  0.11
H6 -0.414 -2.266 -0.564  0.12
H7 -2.102 -1.652 -1.132  0.12
H8 -1.786 -1.158 1.960  0.14
H9 -1.086 -3.686 2.755  0.07
H10 0.246 -2.559 1.999  0.09
H11 -0.495 -3.970 0.893  0.08
H12 -3.700 -2.646 2.369  0.13
H13 -4.285 -0.826 0.184  0.06
H14 -4.397 -2.464 -0.761  0.08
H15 -5.572 -2.187 0.688  0.08
H16 -4.465 -4.661 0.789  0.08
H17 -2.993 -4.912 1.940  0.07
H18 -2.656 -4.663 0.010  0.08
H19 -1.751 4.159 0.591  0.15
H20 -4.315 6.200 -1.673  0.09
H21 -4.727 5.109 -0.174  0.07
H22 -5.315 4.617 -1.938  0.08
O6 3.859 -1.440 6.979  -0.25
P1 4.331 -2.292 5.774  0.73
O7 3.394 -1.496 4.661  -0.23
C13 3.609 -0.114 4.428  -0.30
C14 4.758 0.105 3.470  -0.08
O8 3.284 -3.557 6.048  -0.23
C15 2.797 -3.816 7.355  -0.31
C16 1.453 -3.131 7.568  -0.08
O9 4.857 -3.244 4.429  -0.19
C17 6.166 -3.057 3.922  -0.31
C18 7.205 -2.741 4.980  -0.10
H23 3.780 0.422 5.366  0.10
H24 2.690 0.283 3.986  0.13
H25 5.707 -0.172 3.938  0.06
H26 4.824 1.155 3.171  0.08
H27 4.640 -0.510 2.571  0.09
H28 3.528 -3.518 8.113  0.10
H29 2.669 -4.900 7.451  0.11
H30 1.481 -2.074 7.293  0.07
H31 1.144 -3.211 8.613  0.07
H32 0.688 -3.601 6.942  0.08
H33 6.145 -2.284 3.152  0.10
H34 6.446 -3.989 3.419  0.12
H35 6.981 -1.800 5.491  0.06
H36 8.196 -2.650 4.524  0.08
H37 7.237 -3.528 5.740  0.08
O10 1.483 2.744 -7.844  -0.26
P2 0.730 1.734 -6.944  0.74
O11 2.103 1.079 -6.285  -0.23
C19 2.970 1.899 -5.521  -0.31
C20 2.476 2.041 -4.099  -0.08
O12 0.511 0.589 -8.131  -0.23
C21 0.470 0.967 -9.497  -0.31
C22 1.851 0.835 -10.128  -0.08
O13 -0.112 0.606 -5.939  -0.20
C23 -0.806 1.080 -4.800  -0.29
C24 -1.451 2.439 -4.985  -0.08
H38 3.097 2.881 -5.987  0.10
H39 3.950 1.410 -5.515  0.11
H40 1.558 2.634 -4.070  0.07
H41 3.220 2.541 -3.474  0.08
H42 2.252 1.061 -3.663  0.09
H43 0.068 1.979 -9.613  0.10
H44 -0.225 0.293 -10.007  0.11
H45 2.624 1.335 -9.538  0.07
H46 1.854 1.258 -11.136  0.07
H47 2.135 -0.220 -10.192  0.07
H48 -0.129 1.082 -3.944  0.10
H49 -1.588 0.345 -4.577  0.13
H50 -0.703 3.213 -5.182  0.07
H51 -2.002 2.724 -4.083  0.03
H52 -2.143 2.428 -5.832  0.09

Properties
HOMO energy = -5.7 eV
HOMO-LUMO gap = 5.39 eV
Net charge = -1
E = -107475.7530 eV

Entry 3:
Below is a 2-piece molecular cluster, C2H8O2 overall, with properties calculated with ωB97M-V/def2-TZVPD.

Last column: Löwdin spin population.
Geometry (Å):
C1 -1.764 0.470 0.758  0.00
O1 -1.099 -0.786 0.645  0.00
H1 -1.277 -1.346 1.405  0.00
H2 -1.039 1.286 0.871  0.00
H3 -2.497 0.531 1.556  0.00
H4 -2.282 0.752 -0.160  0.00
C2 2.000 -0.211 -1.063  0.16
O2 0.701 0.226 -0.927  0.69
H5 0.229 -0.182 -0.141  0.00
H6 2.549 0.404 -0.298  0.10
H7 2.014 -1.225 -0.645  0.03
H8 2.464 0.081 -1.999  0.01

Properties
Multiplicity = 2
ΔE to the lowest compared entry with this formula, charge and spin = 5.2 kcal per mole
HOMO energy (spin up / spin down) = -15.6 / -15.6 eV
HOMO-LUMO gap (spin up / spin down) = 12.13 / 5.94 eV
Net charge = +1
E = -6287.8424 eV

Entry 4:
Below is a 4-piece molecular cluster, C23H36BF9N2O12 overall, with properties calculated with ωB97M-V/def2-TZVPD.

Last column: Löwdin charge in e.
Geometry (Å):
C1 -0.632 -1.693 4.219  -0.10
C2 -0.855 -0.329 4.919  -0.13
B1 -1.771 0.672 4.132  -0.36
O1 -2.963 1.058 4.719  0.15
C3 -1.404 1.289 2.681  -0.32
N1 -0.103 0.796 2.210  0.14
O2 -1.237 2.725 2.694  0.08
C4 -1.380 3.183 1.419  -0.42
O3 -1.123 4.313 1.108  0.14
C5 -1.900 2.070 0.503  -0.13
C6 -0.851 1.514 -0.487  -0.10
C7 -1.446 1.235 -1.860  -0.15
O4 -0.718 0.171 -2.512  -0.04
C8 -1.238 -1.052 -2.341  -0.36
O5 -0.563 -2.035 -2.206  0.08
C9 -2.482 1.144 1.589  -0.37
N2 -3.657 1.925 2.056  0.12
C10 -2.999 -0.235 1.229  -0.14
O6 -1.986 -1.090 0.725  -0.20
C11 -2.389 -2.451 0.690  -0.08
H1 -1.407 -1.933 3.491  0.05
H2 0.334 -1.702 3.715  0.07
H3 -0.604 -2.506 4.943  0.07
H4 0.128 0.109 5.114  0.11
H5 -1.330 -0.493 5.888  0.10
H6 -3.466 0.289 5.017  0.08
H7 0.595 0.975 2.918  0.10
H8 -0.138 -0.193 1.990  0.08
H9 -2.740 2.390 -0.117  0.15
H10 -0.004 2.197 -0.542  0.13
H11 -0.446 0.585 -0.110  0.09
H12 -2.507 0.980 -1.791  0.12
H13 -1.323 2.097 -2.514  0.13
H14 -2.335 -1.078 -2.416  0.15
H15 -4.186 1.412 2.753  0.08
H16 -4.288 2.056 1.272  0.09
H17 -3.806 -0.143 0.492  0.14
H18 -3.431 -0.688 2.134  0.13
H19 -1.787 -2.953 -0.061  0.08
H20 -3.448 -2.536 0.422  0.09
H21 -2.259 -2.925 1.667  0.08
C12 -3.641 -5.421 7.926  -0.06
C13 -3.706 -5.400 6.416  -0.19
O7 -4.680 -4.440 5.945  0.04
C14 -4.288 -3.182 5.918  -0.40
O8 -3.221 -2.741 6.227  0.17
C15 -5.417 -2.297 5.352  -0.54
F1 -6.592 -2.579 5.906  0.19
F2 -5.513 -2.484 4.028  0.17
F3 -5.143 -1.008 5.566  0.16
H22 -4.628 -5.613 8.347  0.09
H23 -2.960 -6.205 8.257  0.09
H24 -3.287 -4.469 8.319  0.08
H25 -4.047 -6.357 6.028  0.13
H26 -2.737 -5.180 5.971  0.13
C16 1.504 -0.622 -4.797  -0.05
C17 2.330 0.641 -4.876  -0.18
O9 2.675 0.965 -6.244  0.04
C18 1.740 1.567 -6.955  -0.41
O10 0.642 1.879 -6.602  0.17
C19 2.288 1.873 -8.364  -0.55
F4 2.922 0.816 -8.880  0.17
F5 3.158 2.891 -8.300  0.16
F6 1.302 2.215 -9.185  0.17
H27 2.020 -1.449 -5.287  0.09
H28 1.326 -0.884 -3.756  0.07
H29 0.541 -0.494 -5.289  0.08
H30 3.274 0.509 -4.364  0.10
H31 1.814 1.483 -4.418  0.13
C20 8.802 3.728 -5.448  -0.06
C21 7.487 3.073 -5.810  -0.19
O11 7.130 2.049 -4.858  0.03
C22 6.579 2.469 -3.732  -0.41
O12 6.344 3.595 -3.414  0.18
C23 6.213 1.254 -2.858  -0.54
F7 7.213 0.370 -2.800  0.17
F8 5.141 0.635 -3.382  0.15
F9 5.916 1.630 -1.622  0.18
H32 9.587 2.977 -5.354  0.08
H33 9.088 4.440 -6.222  0.08
H34 8.729 4.259 -4.501  0.08
H35 7.560 2.556 -6.764  0.13
H36 6.679 3.800 -5.880  0.13

Properties
HOMO energy = -9.2 eV
HOMO-LUMO gap = 9.43 eV
E = -77120.6418 eV

Entry 5:
Below is C7H8O as an isolated structure, with properties calculated with ωB97M-V/def2-TZVPD.

Last column: natural (NBO) charge in e.
Geometry (Å):
C1 1.988 -0.138 -0.597  -0.42
C2 1.118 0.709 0.392  -0.17
C3 -1.775 1.048 0.019  -0.02
C4 -1.701 -1.234 -0.293  0.07
C5 1.066 -0.923 0.279  -0.26
C6 -0.404 -0.661 0.108  -0.29
C7 -0.328 0.806 -0.200  -0.28
H1 1.774 -0.052 -1.604  0.22
H2 3.020 -0.365 -0.743  0.25
H3 1.404 1.202 1.444  0.24
H4 -2.459 2.015 0.209  0.23
H5 -2.062 -2.129 0.185  0.19
H6 1.653 -1.094 1.230  0.24
H7 -0.964 -0.470 1.065  0.25
H8 0.211 1.456 -1.303  0.12
O1 -2.541 -0.169 -0.191  -0.37

Properties
ΔE to the lowest compared entry with this formula, charge and spin = 237.1 kcal per mole
HOMO energy = -7.0 eV
HOMO-LUMO gap = 7.30 eV
E = -9425.9585 eV

Entry 6:
Below is a 2-piece molecular cluster, C3H6N2O3 overall, with properties calculated with ωB97M-V/def2-TZVPD.

Last column: Löwdin spin population.
Geometry (Å):
C1 0.433 0.340 0.100  0.58
C2 1.831 -0.063 -0.217  0.07
C3 -0.263 0.515 1.374  0.10
N1 -1.669 1.599 -1.979  0.64
N2 -0.526 -0.664 0.438  0.06
O1 -0.080 -1.792 0.574  0.10
O2 -1.821 -0.630 -0.061  0.01
O3 -1.274 1.595 -3.057  0.37
H1 2.340 0.566 -0.810  0.01
H2 2.420 -0.301 0.655  0.01
H3 1.597 -1.023 -0.594  0.00
H4 -1.066 1.218 1.299  0.02
H5 0.058 0.302 2.389  0.01
H6 -1.981 -1.664 -0.112  0.00

Properties
Multiplicity = 3
ΔE to the lowest compared entry with this formula, charge and spin = 93.8 kcal per mole
HOMO energy (spin up / spin down) = -8.3 / -9.1 eV
HOMO-LUMO gap (spin up / spin down) = 8.39 / 8.32 eV
E = -12321.1969 eV

Repeat the sixth record exactly.
Below is a 2-piece molecular cluster, C3H6N2O3 overall, with properties calculated with ωB97M-V/def2-TZVPD.

Last column: Löwdin spin population.
Geometry (Å):
C1 0.433 0.340 0.100  0.58
C2 1.831 -0.063 -0.217  0.07
C3 -0.263 0.515 1.374  0.10
N1 -1.669 1.599 -1.979  0.64
N2 -0.526 -0.664 0.438  0.06
O1 -0.080 -1.792 0.574  0.10
O2 -1.821 -0.630 -0.061  0.01
O3 -1.274 1.595 -3.057  0.37
H1 2.340 0.566 -0.810  0.01
H2 2.420 -0.301 0.655  0.01
H3 1.597 -1.023 -0.594  0.00
H4 -1.066 1.218 1.299  0.02
H5 0.058 0.302 2.389  0.01
H6 -1.981 -1.664 -0.112  0.00

Properties
Multiplicity = 3
ΔE to the lowest compared entry with this formula, charge and spin = 93.8 kcal per mole
HOMO energy (spin up / spin down) = -8.3 / -9.1 eV
HOMO-LUMO gap (spin up / spin down) = 8.39 / 8.32 eV
E = -12321.1969 eV

> Number 4 is which compound?

C23H36BF9N2O12